6
Properties=species:S:1:pos:R:3:mulliken_charge:R:1 method="wB97M-V/def2-TZVPD" smiles="N1=NSON1" total_charge=0 relative_energy_kcal_mol=29.22 homo_ev=-9.53
N -0.071 1.217 0.171 -0.20
N 0.978 0.893 -0.278 0.06
S 1.479 -0.677 -0.472 0.23
O 0.037 -1.230 0.414 -0.23
N -0.921 -0.243 0.484 -0.12
H -1.502 0.041 -0.319 0.26

***

8
Properties=species:S:1:pos:R:3:lowdin_spin:R:1 method="wB97M-V/def2-TZVPD" s2=2.011 total_charge=0 spin_multiplicity=3 relative_energy_kcal_mol=45.73 homo_ev="-8.03 / -11.60"
C -1.157 0.788 -0.008 0.14
C -1.467 -0.564 -0.415 0.59
N -0.897 1.860 0.296 0.18
O 2.083 0.016 0.081 0.00
O -1.682 -1.469 0.341 0.98
H -1.484 -0.669 -1.519 0.10
H 1.650 0.334 0.878 0.00
H 2.954 -0.296 0.345 0.00

***

15
Properties=species:S:1:pos:R:3:mulliken_charge:R:1 method="wB97M-V/def2-TZVPD" total_charge=0 relative_energy_kcal_mol=67.79 homo_ev=-9.75
O -1.776 1.248 1.725 -0.51
C -0.547 1.398 1.040 -0.58
C -0.074 0.034 0.631 0.27
O -1.006 -0.659 -0.232 -0.47
C 0.117 -1.383 -0.756 -0.07
C 0.811 -0.510 -1.736 -0.65
C 1.097 -0.350 -0.254 -0.33
H -2.315 0.665 1.170 0.34
H -0.632 2.039 0.155 0.29
H 0.174 1.830 1.744 0.28
H 0.011 -0.573 1.535 0.24
H 0.167 -2.448 -0.551 0.38
H 0.221 0.195 -2.316 0.22
H 1.658 -0.937 -2.274 0.26
H 2.093 -0.550 0.118 0.32

***

13
Properties=species:S:1:pos:R:3:mulliken_charge:R:1 method="wB97M-V/def2-TZVPD" smiles="N/N=C(/NO)C(O)=S" total_charge=0 relative_energy_kcal_mol=70.74 homo_ev=-9.07
N -0.089 -2.449 -0.112 -0.59
N -0.360 -1.345 -0.972 -0.61
C -0.118 -0.171 -0.469 0.52
N -0.260 0.877 -1.310 -0.08
O -0.905 0.647 -2.502 -0.44
C 0.367 0.200 0.935 0.37
O 0.754 -0.813 1.664 -0.54
S 0.381 1.739 1.473 -0.37
H 0.461 -3.106 -0.633 0.24
H -0.945 -2.908 0.025 0.22
H -0.455 1.786 -0.921 0.24
H -1.036 -0.337 -2.491 0.42
H 0.549 -1.682 1.115 0.62

***

29
Properties=species:S:1:pos:R:3:lowdin_spin:R:1 method="wB97M-V/def2-TZVPD" s2=12.002 total_charge=-1 spin_multiplicity=7 homo_ev="-4.94 / -6.36"
Mn 1.556 -0.094 3.344 5.62
C 0.399 0.005 1.109 0.04
O 1.245 -0.807 1.371 0.15
O 0.339 0.901 1.944 0.16
O -0.188 -0.044 0.069 0.01
O 2.033 -1.821 -1.170 0.00
H 1.524 -1.331 -0.524 0.00
H 2.945 -1.665 -0.925 0.00
O -1.127 -2.280 -1.105 0.00
H -1.040 -1.536 -0.509 0.00
H -2.003 -2.626 -0.931 0.00
O -2.585 0.984 -0.491 0.00
H -2.353 1.909 -0.402 0.00
H -1.800 0.513 -0.212 0.00
O -2.337 1.634 2.679 0.00
H -1.446 1.320 2.524 0.00
H -2.275 2.585 2.596 0.00
O -0.071 -0.829 -3.363 0.00
H -0.333 -0.488 -4.219 0.00
H -0.131 -0.076 -2.776 0.00
O 0.962 3.401 0.425 0.00
H 0.521 2.577 0.627 0.00
H 1.391 3.651 1.243 0.00
O 0.834 -3.489 1.078 0.01
H 1.132 -2.619 1.345 0.00
H 1.288 -4.090 1.668 0.00
O 0.309 1.512 -2.127 0.00
H 1.229 1.700 -1.944 0.00
H -0.017 1.102 -1.326 0.00

***

20
Properties=species:S:1:pos:R:3:mulliken_charge:R:1 method="wB97M-V/def2-TZVPD" smiles="C=C(N)C[C@H](C)[NH3+]" total_charge=+1 relative_energy_kcal_mol=30.61 homo_ev=-13.24
C -1.593 1.941 -0.291 -1.18
C -0.509 1.253 -0.587 0.68
N 0.814 1.826 -0.572 -0.54
C -0.551 -0.240 -0.812 -0.94
C 0.529 -1.035 -0.050 0.32
C 0.022 -2.358 0.482 -1.59
N 0.980 -0.180 1.145 -0.30
H -2.515 1.430 -0.103 0.25
H -1.716 3.009 -0.307 0.29
H 1.283 1.716 -1.467 0.25
H 0.690 2.826 -0.406 0.23
H -0.361 -0.274 -1.869 0.34
H -1.530 -0.676 -0.608 0.43
H 1.418 -1.228 -0.602 0.36
H -0.803 -2.236 1.174 0.42
H 0.784 -2.870 1.060 0.44
H -0.291 -3.045 -0.324 0.38
H 0.243 -0.001 1.813 0.35
H 1.796 -0.572 1.606 0.40
H 1.309 0.714 0.717 0.39

***

19
Properties=species:S:1:pos:R:3:mulliken_charge:R:1 method="wB97M-V/def2-TZVPD" smiles=CC[C@@H](O)CCO total_charge=0 relative_energy_kcal_mol=21.38 homo_ev=-9.79
C 2.628 -0.415 0.613 -1.23
C 1.577 0.129 -0.351 -0.54
C 0.138 -0.074 0.113 0.25
O -0.086 0.642 1.301 -0.59
C -0.877 0.336 -0.977 -0.72
C -2.339 0.277 -0.472 -0.31
O -2.518 -0.104 0.926 -0.63
H 3.637 -0.222 0.230 0.37
H 2.538 0.049 1.600 0.28
H 2.520 -1.499 0.738 0.30
H 1.684 -0.366 -1.326 0.30
H 1.739 1.202 -0.514 0.37
H -0.011 -1.156 0.288 0.14
H -1.032 0.460 1.515 0.45
H -0.741 -0.330 -1.839 0.34
H -0.631 1.351 -1.315 0.33
H -2.942 -0.403 -1.080 0.29
H -2.791 1.270 -0.504 0.25
H -2.399 -1.056 1.050 0.32

***

50
Properties=species:S:1:pos:R:3:lowdin_spin:R:1 method="wB97M-V/def2-TZVPD" s2=15.768 total_charge=0 spin_multiplicity=8 relative_energy_kcal_mol=0.00 homo_ev="-9.14 / -8.36"
H -0.006 -2.538 -2.496 0.00
N 1.481 -1.227 -1.765 0.00
B 3.628 0.075 -1.380 0.00
N 2.787 -0.949 -2.179 0.00
C 3.086 -1.675 -3.268 0.00
Eu 0.001 -0.317 0.041 6.22
H 4.064 -1.577 -3.720 0.00
C 1.970 -2.453 -3.593 0.00
H 1.870 -3.143 -4.405 0.00
C 0.998 -2.146 -2.622 0.00
H 4.713 0.208 -1.851 0.00
C -0.237 0.957 2.228 0.37
H -1.254 0.713 2.576 0.01
H -0.130 1.989 1.850 0.03
H 0.569 0.655 2.911 0.00
N 3.729 -0.422 0.082 0.00
N 2.854 1.415 -1.362 0.00
N 2.565 -0.627 0.812 0.00
N 1.549 1.485 -0.870 -0.01
C 4.806 -0.711 0.832 0.00
C 3.263 2.628 -1.769 0.00
H 5.791 -0.604 0.403 0.00
H 4.254 2.730 -2.191 0.00
C 4.359 -1.112 2.091 0.00
C 2.227 3.535 -1.534 0.00
C 2.954 -1.035 2.031 0.01
C 1.182 2.781 -0.960 0.00
H 4.956 -1.415 2.927 0.00
H 2.231 4.586 -1.748 0.00
H 2.226 -1.259 2.798 0.01
H 0.207 3.112 -0.612 0.00
H 0.160 -1.849 1.878 0.35
O -6.566 -1.477 2.994 0.00
N -6.327 -0.357 2.493 0.00
O -7.041 0.648 2.689 0.00
C -5.174 -0.223 1.630 0.00
C -4.373 -1.346 1.377 0.00
C -3.320 -1.266 0.465 0.00
C -3.027 -0.011 -0.221 0.00
O -2.049 0.130 -1.027 -0.01
C -3.804 1.141 0.186 0.00
C -4.874 1.023 1.057 0.00
N -3.345 2.472 -0.182 0.00
O -4.147 3.421 -0.025 0.00
O -2.189 2.641 -0.627 0.00
N -2.466 -2.418 0.320 0.00
O -2.810 -3.490 0.838 0.00
O -1.363 -2.319 -0.326 0.02
H -4.542 -2.286 1.895 0.00
H -5.439 1.910 1.327 0.00

***

no.,largest force on an atom (eV/Å),E (hartree)
1,2.76,-638.1243
2,8.40,-283.0781
3,0.52,-345.6969
4,1.73,-792.0525
5,9.20,-2026.3923
6,1.56,-307.5728
7,0.82,-348.1707
8,2.70,-2373.6724